DFT (the ωB97M-V functional and the def2-TZVPD basis) results for a structure of composition C14H13MoNO5.

Atoms and positions in Å:
Mo1 1.207212 0.113800 -0.395144
O1 1.415207 2.891478 -2.997887
C1 0.854279 2.332061 -2.147656
O2 0.986542 0.855488 -2.039072
C2 -0.062225 2.847034 -1.052903
C3 -1.217734 1.866274 -0.806398
C4 -2.351255 2.492146 -0.024409
C5 -1.735856 2.678838 1.381456
C6 -0.350585 2.083492 1.230798
O3 -0.590511 0.965178 0.233726
C7 0.587175 2.957342 0.399767
C8 2.040169 2.477430 0.494913
O4 3.007759 3.081874 0.234628
O5 2.112149 1.070650 0.894751
H1 -0.407456 3.825027 -1.383171
H2 -1.502109 1.255225 -1.657801
H3 -2.669597 3.425291 -0.485932
H4 -3.205429 1.820160 -0.001243
H5 -1.668014 3.722217 1.685777
H6 -2.299546 2.145934 2.142521
H7 0.083545 1.649500 2.125376
H8 0.600732 4.000637 0.711580
N1 0.815331 -1.552869 -0.064852
C9 0.613462 -2.866589 0.032478
C10 0.979920 -3.545881 1.225600
C11 0.792362 -4.900671 1.303370
C12 0.243529 -5.586363 0.213642
C13 -0.129894 -4.928358 -0.964489
C14 0.050942 -3.574683 -1.066383
H9 1.404585 -2.980904 2.044998
H10 1.068246 -5.441046 2.197781
H11 0.098986 -6.657045 0.283995
H12 -0.552867 -5.489116 -1.785936
H13 -0.219054 -3.033551 -1.963883

Atoms 1-3, force components in eV/Å:
Mo 0.027 0.335 0.349
O -0.007 -0.023 0.008
C 0.043 0.006 -0.031

Summary:
Highest occupied orbital energy (alpha / beta), eV: -16.3 / -16.3
Gap between HOMO and LUMO (alpha / beta), eV: 6.5676 / 6.5682
2S+1: 1
Lowest unoccupied orbital energy (alpha / beta), Eh: -0.3568 / -0.3567
Charge: +2

---

DFT (the ωB97M-V functional and the def2-TZVPD basis) results for the molecule C14H14 at a distorted geometry.

Atoms and positions in Å:
C1 -3.869250 -0.791121 0.155745
C2 -3.517328 0.359449 0.840856
C3 -2.923930 -1.446534 -0.616544
C4 -2.244318 0.879298 0.716379
C5 -1.643990 -0.933958 -0.735364
C6 -1.294491 0.253539 -0.090042
C7 3.563653 -0.387069 -0.093726
C8 2.755146 -1.661455 0.214988
C9 2.496509 0.675772 0.084956
C10 1.403939 -1.063768 0.576122
C11 0.022886 0.866050 -0.274717
C12 1.596136 0.291712 1.270869
C13 1.180711 0.108404 -0.323803
C14 0.023547 2.322228 -0.640912
H1 -4.876639 -1.172198 0.228600
H2 -4.238397 0.852889 1.476630
H3 -3.188182 -2.364022 -1.125088
H4 -1.973991 1.764530 1.274208
H5 -0.910477 -1.433454 -1.353135
H6 4.380660 -0.231957 0.612471
H7 3.976347 -0.379828 -1.104709
H8 2.676753 -2.321805 -0.652452
H9 3.175749 -2.232683 1.041944
H10 2.757744 1.707074 -0.110964
H11 0.603344 -1.729134 0.873566
H12 0.847231 2.852217 -0.169625
H13 -0.910281 2.797348 -0.353711
H14 0.130918 2.418469 -1.722529

Atoms 1-3, force components in eV/Å:
C 0.005 -0.074 -0.013
C -0.058 0.054 0.070
C -0.113 -0.115 -0.004

Summary:
Highest occupied orbital energy (alpha / beta), eV: -8.2 / -8.2
Gap between HOMO and LUMO (alpha / beta), eV: 8.4896 / 8.4901
2S+1: 1
Lowest unoccupied orbital energy (alpha / beta), Eh: 0.0091 / 0.0091
Energy above the lowest of the compared OMol25 structures with the same formula, charge and spin, eV: 1.1457

---

DFT (the ωB97M-V functional and the def2-TZVPD basis) results for a structure of composition C14H14BeClN10O4S2.

Atoms and positions in Å:
Be1 -0.122131 -0.120628 0.154753
N1 2.094070 -0.359036 -2.196981
C1 2.574127 -0.290305 -0.948442
N2 3.886092 -0.276424 -0.765970
C2 4.307743 -0.238339 0.500084
N3 5.615617 -0.162319 0.730246
N4 3.488017 -0.250630 1.577362
C3 2.216657 -0.172682 1.291392
N5 1.691059 -0.104620 0.062337
C4 1.213784 -0.135223 2.365792
C5 1.553263 -0.142224 3.704983
C6 0.535786 -0.098541 4.645337
C7 -0.777794 -0.099395 4.200886
C8 -1.027263 -0.122952 2.839406
N6 -0.054982 -0.110527 1.935364
H1 2.746960 -0.636893 -2.911391
H2 1.125671 -0.621168 -2.289283
H3 6.260245 -0.196883 -0.039501
H4 5.944771 -0.187222 1.679038
H5 2.597436 -0.181002 3.975939
H6 0.765114 -0.060306 5.701075
H7 -1.599425 -0.082611 4.901480
H8 -2.039413 -0.163615 2.458757
N7 -2.824660 -2.125831 -0.325939
C9 -2.917791 -0.798563 -0.255907
N8 -1.910179 0.053108 -0.153161
C10 -2.367660 1.361847 -0.086339
C11 -3.707206 1.515072 -0.102810
S1 -4.479605 -0.023748 -0.227167
C12 -1.340694 2.379882 -0.057952
C13 -1.478490 3.723399 -0.034346
S2 0.070271 4.473023 -0.075793
C14 0.815611 2.897512 -0.125468
N9 -0.041406 1.905248 -0.096380
N10 2.162996 2.822530 -0.140249
H9 -1.916744 -2.546953 -0.441095
H10 -3.644300 -2.686923 -0.471839
H11 -4.290987 2.416959 -0.053321
H12 -2.375439 4.316350 -0.001463
H13 2.691410 3.667494 -0.267837
H14 2.615086 1.968612 -0.410342
O1 1.930053 -2.983096 -0.228538
Cl1 0.525968 -3.016171 -0.043173
O2 -0.070151 -4.123417 -0.682956
O3 0.182543 -2.958625 1.334834
O4 -0.082831 -1.799563 -0.705721

Atoms 1-3, force components in eV/Å:
Be 0.016 0.081 -0.071
N -0.046 -0.008 0.217
C 0.051 0.285 0.105

Summary:
Highest occupied orbital energy, eV: -11.0
Gap between HOMO and LUMO, eV: 7.5441
2S+1: 1
Lowest unoccupied orbital energy, Eh: -0.1260
Charge: +1

---

DFT (the ωB97M-V functional and the def2-TZVPD basis) results for a structure of composition C14H14BrIrNO2 at a distorted geometry.

Atoms and positions in Å:
C1 1.746276 -1.858074 2.601195
C2 2.123653 -2.827980 1.585997
C3 0.899551 -3.393619 1.019462
C4 -0.226169 -2.780944 1.702098
C5 0.297331 -1.844077 2.675181
Ir1 1.033858 -1.310592 0.646855
N1 2.542272 0.986296 1.121256
C6 3.471589 1.201466 0.231738
C7 2.674998 -0.350660 -0.224739
H1 0.833178 -4.139705 0.230735
H2 3.137886 -3.122927 1.324148
H3 -1.276600 -2.962729 1.480845
H4 -0.299054 -1.215138 3.335246
H5 2.432189 -1.283507 3.235945
H6 3.558010 -1.043789 -0.197647
H7 4.520075 0.917846 0.574020
H8 1.736352 1.755786 0.869125
H9 2.533485 -0.189761 -1.324660
H10 3.351409 1.903498 -0.628944
Br1 -2.838211 -0.529449 0.735194
C8 -2.905775 0.680675 -0.739280
C9 -4.142328 1.093627 -1.243807
C10 -4.229732 2.140681 -2.172057
C11 -3.050808 2.751902 -2.609435
C12 -1.811998 2.305339 -2.159071
C13 -1.719029 1.241610 -1.248358
C14 -0.374745 0.925390 -0.657089
O1 0.345151 1.859789 -0.265170
O2 -0.105300 -0.376521 -0.666105
H11 -5.048875 0.607904 -0.905494
H12 -5.204816 2.473352 -2.538938
H13 -3.105435 3.583162 -3.313285
H14 -0.898387 2.801151 -2.474961

Atoms 1-3, force components in eV/Å:
C -0.289 -0.899 0.406
C -0.631 -0.949 0.719
C -0.175 -0.916 1.048

Summary:
Expectation value of S²: 6.027
Highest occupied orbital energy (alpha / beta), eV: -0.2 / -4.6
Gap between HOMO and LUMO (alpha / beta), eV: 2.7318 / 5.7033
2S+1: 5
Lowest unoccupied orbital energy (alpha / beta), Eh: 0.0941 / 0.0412
Energy above the lowest of the compared OMol25 structures with the same formula, charge and spin, eV: 0.0000
Charge: -1

---

DFT (the ωB97M-V functional and the def2-TZVPD basis) results for a structure of composition C14H14BrNO2V at a distorted geometry.

Atoms and positions in Å:
C1 2.010327 1.295619 0.214465
C2 0.763274 1.934277 0.241119
C3 0.029835 1.379601 1.337282
H1 0.417621 2.703302 -0.427041
C4 0.790470 0.306734 1.935401
C5 2.049838 0.300991 1.281808
H2 2.841378 -0.399827 1.560351
H3 2.777750 1.536608 -0.493775
H4 -0.854732 1.817752 1.785402
H5 0.532830 -0.277190 2.803685
V1 0.684279 -0.236972 -0.096171
Br1 -0.988027 -2.320322 -0.846635
C6 1.848924 -2.233148 -1.264433
C7 2.962331 -1.967333 -0.419164
C8 3.543863 -0.752435 -0.828027
H6 3.357549 -2.654761 0.333334
C9 2.746104 -0.193727 -1.878676
C10 1.688677 -1.085913 -2.161104
H7 1.017672 -1.037821 -3.008405
H8 1.357597 -3.196701 -1.313501
H9 4.494775 -0.359336 -0.438254
H10 2.979557 0.702725 -2.442480
O1 -2.057402 -0.759590 2.322769
C11 -2.449404 -0.181609 1.314376
C12 -3.991063 0.019927 1.029419
C13 -4.049091 0.851986 -0.216642
C14 -2.546776 1.014693 -0.688693
O2 -2.205123 1.553221 -1.695279
N1 -1.701840 0.421198 0.280294
H11 -4.488902 -0.956985 0.916413
H12 -4.433580 0.534671 1.893405
H13 -4.658254 0.393789 -0.995122
H14 -4.470454 1.846578 -0.036121

Atoms 1-3, force components in eV/Å:
C 1.567 0.518 1.747
C -0.424 0.083 1.812
C 1.542 0.632 1.481

Summary:
Expectation value of S²: 3.764
Highest occupied orbital energy (alpha / beta), eV: 0.5 / 0.1
Gap between HOMO and LUMO (alpha / beta), eV: 4.9451 / 5.3091
2S+1: 4
Lowest unoccupied orbital energy (alpha / beta), Eh: 0.2004 / 0.1999
Energy above the lowest of the compared OMol25 structures with the same formula, charge and spin, eV: 1.9774
Charge: -2

---

DFT (the ωB97M-V functional and the def2-TZVPD basis) results for a structure of composition C14H14BrNO2V at a distorted geometry.

Atoms and positions in Å:
C1 0.739657 2.370719 0.497604
C2 1.392584 1.657364 1.547869
C3 1.965142 0.465518 0.975012
H1 1.492457 1.927585 2.599420
C4 1.691563 0.471545 -0.421540
C5 0.923505 1.646523 -0.721913
H2 0.656130 1.967371 -1.728372
H3 0.283113 3.350447 0.610416
H4 2.602326 -0.220094 1.555843
H5 2.081542 -0.253062 -1.148224
V1 -0.097041 0.550499 0.672723
Br1 -2.272338 0.424842 -0.454155
C6 -3.407054 2.027878 -2.798971
C7 -2.406691 2.725896 -3.522313
C8 -2.072489 3.904141 -2.792664
H6 -1.977989 2.413740 -4.468884
C9 -2.869167 3.933578 -1.610500
C10 -3.709977 2.790466 -1.617863
H7 -4.445284 2.542636 -0.863078
H8 -3.849309 1.081377 -3.085254
H9 -1.341820 4.649623 -3.091373
H10 -2.843173 4.692320 -0.835497
O1 0.194801 -3.158248 -0.287139
C11 -0.055425 -2.832199 0.858516
C12 -0.359192 -3.787509 2.009770
C13 -1.024126 -2.928380 3.061231
C14 -0.934538 -1.522880 2.514631
O2 -1.454046 -0.493122 2.987185
N1 -0.229663 -1.522065 1.335187
H11 -0.977651 -4.612059 1.665329
H12 0.570063 -4.242041 2.384429
H13 -2.050921 -3.255122 3.199871
H14 -0.523349 -2.998130 4.028045

Atoms 1-3, force components in eV/Å:
C 1.340 2.032 -0.279
C 1.496 0.158 0.071
C 1.479 0.950 0.610

Summary:
Expectation value of S²: 3.762
Highest occupied orbital energy (alpha / beta), eV: 0.7 / 0.6
Gap between HOMO and LUMO (alpha / beta), eV: 4.2439 / 4.2637
2S+1: 4
Lowest unoccupied orbital energy (alpha / beta), Eh: 0.1808 / 0.1804
Energy above the lowest of the compared OMol25 structures with the same formula, charge and spin, eV: 0.3271
Charge: -2